{"formula": "C6H13O4P", "method": "ωB97M-V with the def2-TZVPD basis set", "symbols": ["C", "C", "C", "C", "C", "C", "O", "O", "O", "O", "P", "H", "H", "H", "H", "H", "H", "H", "H", "H", "H", "H", "H", "H"], "coordinates": [[1.2162, 0.1195, -0.9875], [2.5079, -0.2951, -1.4779], [3.8143, 0.3890, -1.0642], [2.4940, -0.9197, -2.7728], [-2.6082, -0.6598, -0.0239], [-1.0999, 2.2428, -1.4020], [-0.7918, 1.8511, 2.3897], [1.6761, -0.9040, -0.4045], [-1.6062, 0.2040, 0.5606], [-0.9076, 2.4340, -0.0455], [-1.7694, 1.7024, 1.1675], [-0.3386, 0.9915, 2.7177], [4.5886, -0.4680, -0.8708], [3.8120, 1.0494, -0.1804], [4.0295, 1.0444, -1.8782], [3.0674, -1.7807, -2.9176], [2.8799, -0.1552, -3.4296], [1.4921, -1.1171, -3.1271], [-3.5106, -0.1125, -0.2746], [-2.7577, -1.5818, 0.6251], [-2.0443, -0.9423, -0.8177], [-0.7947, 1.2600, -1.5064], [-0.4974, 2.9885, -1.9393], [-2.1392, 2.4011, -1.5536]], "nbo_charge": [0.23, 0.17, -0.64, -0.65, -0.23, -0.24, -1.02, -0.48, -0.87, -0.84, 1.59, 0.52, 0.22, 0.24, 0.22, 0.22, 0.23, 0.23, 0.19, 0.18, 0.19, 0.19, 0.19, 0.16], "e_above_lowest_kcal_mol": 76.13, "total_charge": 0, "largest_force_ha_per_bohr": 0.0823, "lumo_ev": [0.8, -1.2], "spin_multiplicity": 3}


{"formula": "C9H39B2N11O6V", "method": "ωB97M-V with the def2-TZVPD basis set", "symbols": ["V", "B", "H", "H", "H", "H", "B", "H", "H", "H", "H", "C", "C", "C", "O", "C", "N", "H", "H", "H", "H", "H", "H", "H", "H", "H", "H", "H", "C", "O", "N", "N", "H", "H", "H", "H", "C", "O", "N", "N", "H", "H", "H", "H", "C", "O", "N", "N", "H", "H", "H", "H", "C", "O", "N", "N", "H", "H", "H", "H", "C", "O", "N", "N", "H", "H", "H", "H"], "coordinates": [[-16.7871, 13.5356, -18.6477], [-18.2855, 15.3215, -18.3611], [-18.9484, 16.2103, -18.3928], [-17.3170, 15.6746, -17.9731], [-18.6440, 14.5606, -17.6277], [-18.0976, 14.9033, -19.3632], [-15.9677, 13.8869, -20.9075], [-16.1399, 12.9383, -20.3710], [-15.8337, 14.6548, -20.1242], [-15.0780, 13.8035, -21.5738], [-16.9425, 14.0764, -21.4168], [-16.4490, 10.9452, -15.0244], [-16.0544, 11.9293, -16.1444], [-15.3660, 11.2036, -17.3488], [-15.2105, 12.1002, -18.4582], [-14.2694, 11.4825, -19.3527], [-17.2601, 12.7927, -16.5628], [-15.6303, 10.2628, -14.7928], [-17.2981, 10.3230, -15.3139], [-16.6983, 11.4774, -14.1071], [-15.5101, 12.7358, -15.6516], [-15.9295, 10.3375, -17.7014], [-14.3886, 10.8721, -16.9959], [-14.4976, 10.4432, -19.5928], [-13.2684, 11.4962, -18.9180], [-14.2569, 12.0586, -20.2760], [-17.5447, 13.4562, -15.8546], [-17.9291, 12.0357, -16.4541], [-20.8260, 15.3444, -20.9807], [-20.7020, 14.2095, -20.5226], [-21.9110, 15.7395, -21.6825], [-20.1181, 16.3639, -20.5291], [-22.0392, 16.6771, -22.0289], [-22.4451, 15.1075, -22.2594], [-20.1154, 17.2232, -21.0522], [-19.4810, 16.1229, -19.7680], [-16.8776, 16.2276, -14.5677], [-16.4065, 15.5696, -13.6443], [-17.9995, 15.8760, -15.2423], [-16.3303, 17.3330, -15.0938], [-17.8943, 16.0155, -16.2385], [-18.3047, 14.9812, -14.8913], [-15.5996, 17.8522, -14.6341], [-16.9208, 17.8914, -15.6950], [-22.7737, 13.6867, -17.5988], [-23.6895, 13.1262, -17.0578], [-21.5545, 13.9882, -17.0688], [-22.8054, 13.9078, -18.9040], [-21.3362, 13.8529, -16.0961], [-20.8195, 14.3843, -17.6329], [-23.6670, 14.1665, -19.3547], [-21.9521, 14.2548, -19.3400], [-14.2620, 15.5237, -17.7469], [-15.1573, 14.7504, -17.4429], [-14.0584, 16.7099, -17.1908], [-13.3884, 15.1920, -18.7210], [-14.7186, 16.7529, -16.4234], [-13.2990, 17.3211, -17.4305], [-12.6747, 15.8394, -19.0084], [-13.5010, 14.2830, -19.1382], [-20.4580, 18.8660, -16.7739], [-19.3524, 19.2570, -16.4132], [-21.4968, 19.7143, -16.6519], [-20.7592, 17.6396, -17.2141], [-22.4278, 19.3334, -16.6974], [-21.3313, 20.6611, -16.3583], [-19.9586, 17.0779, -17.4626], [-21.6531, 17.4032, -17.6115]], "nbo_charge": [1.27, -0.83, -0.01, 0.03, 0.00, 0.02, -0.73, -0.07, -0.01, 0.01, 0.02, -0.63, -0.07, -0.07, -0.55, -0.27, -0.84, 0.22, 0.20, 0.23, 0.23, 0.19, 0.20, 0.19, 0.18, 0.25, 0.40, 0.38, 0.77, -0.69, -0.84, -0.85, 0.38, 0.40, 0.39, 0.45, 0.77, -0.68, -0.84, -0.86, 0.42, 0.38, 0.40, 0.42, 0.76, -0.67, -0.87, -0.85, 0.39, 0.40, 0.39, 0.40, 0.81, -0.72, -0.84, -0.82, 0.44, 0.41, 0.39, 0.41, 0.77, -0.70, -0.84, -0.84, 0.38, 0.41, 0.42, 0.39], "total_charge": 0, "largest_force_ha_per_bohr": 0.0699, "lumo_ev": [0.1, 0.1], "spin_multiplicity": 4}


{"formula": "C21H19BN7NiO3", "method": "ωB97M-V with the def2-TZVPD basis set", "symbols": ["Ni", "N", "C", "N", "C", "N", "N", "C", "C", "C", "C", "C", "C", "N", "C", "C", "C", "C", "C", "C", "H", "H", "H", "H", "H", "H", "H", "H", "H", "H", "H", "O", "B", "O", "C", "C", "C", "C", "C", "C", "H", "H", "H", "H", "N", "C", "N", "O", "H", "H", "H", "H"], "coordinates": [[0.2316, 0.0553, -0.6332], [-2.3988, -1.6638, 2.0901], [-1.5866, -0.8067, 1.4752], [-1.0124, -1.0356, 0.3289], [-1.2285, -2.2633, -0.3160], [-0.6793, -2.5198, -1.4634], [0.0943, -1.4451, -1.8334], [0.5899, -1.3229, -2.9988], [1.2977, -0.0426, -3.1873], [1.9941, 0.2783, -4.3360], [2.6272, 1.5139, -4.4121], [2.5387, 2.3764, -3.3371], [1.8129, 1.9901, -2.2176], [1.1976, 0.8125, -2.1339], [-2.0968, -3.2405, 0.3250], [-2.3564, -4.4926, -0.2435], [-3.1871, -5.3808, 0.4001], [-3.7733, -5.0365, 1.6220], [-3.5281, -3.8098, 2.2001], [-2.6865, -2.9168, 1.5431], [-2.8062, -1.3955, 2.9718], [-1.3899, 0.1335, 1.9738], [0.4800, -2.0561, -3.7908], [2.0363, -0.4254, -5.1557], [3.1761, 1.7912, -5.3015], [3.0113, 3.3478, -3.3505], [1.7087, 2.6454, -1.3652], [-1.8948, -4.7370, -1.1894], [-3.3905, -6.3480, -0.0373], [-4.4264, -5.7393, 2.1211], [-3.9769, -3.5395, 3.1475], [0.3036, 2.0569, 1.6045], [-0.1268, 1.7179, 0.3091], [-0.9256, 2.7489, -0.1924], [-0.9748, 3.7185, 0.7859], [-1.6307, 4.9284, 0.7677], [-1.5068, 5.7169, 1.9100], [-0.7580, 5.2964, 3.0046], [-0.0994, 4.0687, 3.0080], [-0.2303, 3.2979, 1.8742], [-2.2091, 5.2455, -0.0886], [-2.0029, 6.6773, 1.9447], [-0.6837, 5.9377, 3.8723], [0.4881, 3.7373, 3.8531], [3.9099, -1.3134, 1.7147], [3.2462, -1.1513, 0.5429], [3.9928, -1.2583, -0.5911], [2.0393, -0.9254, 0.5092], [4.8989, -1.4677, 1.7706], [3.3881, -1.1746, 2.5602], [4.9814, -1.4259, -0.5857], [3.5218, -1.1587, -1.4698]], "nbo_charge": [0.76, -0.54, 0.37, -0.56, 0.43, -0.33, -0.30, 0.07, 0.14, -0.22, -0.14, -0.24, 0.10, -0.46, -0.17, -0.13, -0.21, -0.15, -0.26, 0.24, 0.43, 0.23, 0.22, 0.24, 0.24, 0.24, 0.22, 0.25, 0.23, 0.23, 0.23, -0.68, 0.69, -0.69, 0.26, -0.26, -0.21, -0.22, -0.24, 0.20, 0.23, 0.22, 0.22, 0.23, -0.83, 0.79, -0.84, -0.72, 0.40, 0.41, 0.40, 0.40], "e_above_lowest_kcal_mol": 0.08, "total_charge": 1, "largest_force_ha_per_bohr": 0.0126, "lumo_ev": -3.6}